The following is a quantum chemistry calculation of 16 unconnected molecules or ions with the total composition C84H200F12N10O22S4 at a distorted geometry, from OMol25.

XYZ file:
```
332
Properties=species:S:1:pos:R:3:mulliken_charge:R:1
C -9.6762 -6.0914 2.7486 -1.28
C -9.4630 -4.6970 3.2179 -0.43
N -9.1720 -3.5952 2.1836 0.32
C -10.3638 -3.3141 1.3549 -0.98
C -8.8099 -2.3331 2.9713 -0.43
C -8.6771 -1.0979 2.1617 -1.44
C -8.1051 -4.0618 1.1423 -1.24
C -6.7060 -4.1988 1.6601 0.40
O -6.6574 -5.3928 2.4371 -0.16
C -5.3283 -5.7438 2.8275 -0.61
H -10.5372 -6.2346 2.0741 0.35
H -9.7547 -6.7198 3.6321 0.42
H -8.8495 -6.5023 2.1728 0.27
H -8.6274 -4.6248 3.8857 0.42
H -10.3144 -4.3791 3.8418 0.56
H -10.5390 -4.1000 0.5911 0.42
H -10.2424 -2.3472 0.8584 0.41
H -11.3335 -3.3860 1.9589 0.29
H -7.9428 -2.6513 3.4804 0.45
H -9.4918 -2.1335 3.7769 0.52
H -7.9457 -1.2437 1.3843 0.35
H -8.3891 -0.2990 2.8044 0.46
H -9.6092 -0.6549 1.7086 0.37
H -8.2020 -3.3853 0.2480 0.45
H -8.4327 -5.0421 0.8914 0.56
H -6.4413 -3.3177 2.3760 0.10
H -6.0543 -4.0909 0.7634 -0.15
H -4.6428 -5.8667 1.9652 0.13
H -5.3375 -6.7469 3.2936 0.19
H -4.9623 -4.9919 3.4966 0.36
C -1.5489 15.5527 7.8853 -1.27
C -1.8595 14.3808 6.9833 -0.36
N -3.0956 13.5558 7.4835 0.47
C -3.1819 13.1342 8.8911 -1.14
C -5.0074 15.2572 7.4731 -0.35
C -5.0367 15.8074 6.1723 -0.82
C -4.1588 13.2694 6.7335 -1.42
C -2.7248 11.0288 5.9156 -0.34
O -1.8756 11.7985 5.2782 -0.26
C -1.9589 12.0297 3.7705 -0.67
H -1.3127 15.2752 8.9464 0.30
H -2.3718 16.2199 7.8975 0.29
H -0.7466 16.1558 7.4503 0.39
H -1.0385 13.7256 6.8152 0.39
H -2.1902 14.7363 6.0200 0.27
H -3.1189 13.8975 9.6797 0.36
H -2.3342 12.4378 9.0889 0.37
H -4.1017 12.5867 9.0431 0.34
H -4.3676 15.7625 8.2596 0.36
H -5.7932 14.5769 7.8143 0.35
H -4.1781 16.4093 5.8418 0.27
H -5.9224 16.4673 6.4762 0.36
H -5.5844 15.1728 5.4851 0.38
H -4.2291 13.4277 5.6938 0.67
H -5.0564 12.7139 7.0374 0.48
H -3.4502 10.6587 5.2115 0.32
H -2.4175 10.7200 6.9082 0.31
H -1.1406 11.5465 3.3192 0.32
H -1.6800 13.1027 3.6215 0.24
H -2.8663 11.6831 3.3335 0.37
C 9.7458 0.1097 1.4226 -1.19
C 9.7283 0.1686 2.9855 -0.25
N 10.1468 -1.2075 3.5901 0.12
C 9.5337 -1.3030 4.9594 -0.92
C 9.7161 -2.4121 2.7427 -0.64
C 8.1869 -2.4337 2.4871 -1.13
C 11.6385 -1.2340 3.6381 -0.72
C 12.2830 -2.5818 4.0196 -0.71
O 11.8167 -3.1334 5.2042 -0.30
C 12.5460 -4.3097 5.6347 -0.75
H 9.9702 1.0833 1.0277 0.44
H 8.7598 -0.1047 1.0440 -0.02
H 10.5491 -0.5120 1.1014 0.51
H 8.7605 0.3864 3.4573 0.36
H 10.3152 0.8977 3.5327 0.45
H 9.8854 -0.4332 5.5505 0.37
H 9.7266 -2.2097 5.4915 0.25
H 8.4723 -1.2427 4.7382 0.42
H 10.0861 -3.2473 3.3680 0.69
H 10.1957 -2.4396 1.7622 0.44
H 7.8837 -1.7988 1.6583 0.20
H 7.6294 -2.2014 3.4171 0.30
H 7.9947 -3.4490 2.1187 0.40
H 11.9495 -0.4571 4.3523 0.51
H 11.9863 -0.8300 2.7080 0.45
H 13.3448 -2.2897 4.1449 0.51
H 12.2509 -3.3778 3.1787 0.34
H 12.3757 -5.1564 4.9404 0.31
H 12.1460 -4.5568 6.6238 0.26
H 13.5980 -4.0807 5.8008 0.32
C -5.3153 -9.2037 9.8427 -1.32
C -5.3490 -7.8897 9.0465 -0.38
N -4.3653 -7.7395 7.8627 0.08
C -2.9358 -7.7478 8.3378 -0.83
C -4.6613 -8.8768 6.9579 -0.71
C -5.9951 -8.8933 6.2376 -0.87
C -4.6306 -6.2940 7.3299 -1.07
C -3.7388 -5.6147 6.3317 -0.43
O -3.3549 -6.5863 5.3903 -0.12
C -2.1713 -6.2831 4.7064 -0.93
H -4.3229 -9.4115 10.1357 0.38
H -5.7034 -10.1043 9.3039 0.32
H -5.9418 -9.0467 10.7208 0.42
H -5.0219 -7.0853 9.7187 0.45
H -6.3728 -7.6706 8.7115 0.50
H -2.2894 -7.4367 7.5598 0.24
H -2.6118 -8.7889 8.6521 0.40
H -2.8492 -7.0306 9.1413 0.38
H -4.5082 -9.7279 7.5695 0.66
H -3.9140 -8.8326 6.2255 0.59
H -5.9454 -8.1686 5.4308 0.03
H -6.7978 -8.6824 6.9333 0.27
H -6.1313 -9.8922 5.8020 0.41
H -4.6566 -5.6145 8.2210 0.31
H -5.6776 -6.3782 6.9462 0.42
H -2.8497 -5.3048 6.9151 0.52
H -4.1984 -4.6847 5.9741 0.38
H -1.2622 -6.4140 5.2507 0.38
H -2.1933 -5.2326 4.4082 0.26
H -2.1544 -6.8283 3.7974 0.32
C 6.5151 5.2104 -7.6463 -1.19
C 6.2899 3.7184 -7.8810 -0.37
N 5.3030 3.4958 -8.9813 0.42
C 5.0305 2.0014 -8.9974 -0.96
C 3.9481 4.1838 -8.6237 -0.58
C 2.6403 3.5610 -9.2437 -1.37
C 5.8345 3.9628 -10.3759 -0.86
C 7.0490 3.1346 -10.9643 -0.50
O 8.1278 3.2028 -10.1088 -0.26
C 9.3239 2.6378 -10.6468 -0.87
H 7.2775 5.4069 -6.9681 0.47
H 5.6327 5.6995 -7.2193 0.18
H 6.8652 5.6389 -8.5569 0.35
H 5.8576 3.2689 -6.9367 0.46
H 7.2298 3.2193 -8.1858 0.45
H 4.1845 1.8387 -8.2949 0.36
H 5.9221 1.3941 -8.7436 0.30
H 4.7800 1.7273 -10.0343 0.44
H 3.9552 5.1414 -9.0113 0.41
H 3.8955 4.1693 -7.5162 0.39
H 2.7193 3.4947 -10.3300 0.38
H 1.7688 4.1888 -8.9967 0.37
H 2.2418 2.6319 -8.8151 0.40
H 6.1084 5.0381 -10.3762 0.42
H 4.8617 3.8873 -10.9374 0.38
H 7.3251 3.6414 -11.8936 0.45
H 6.6856 2.1114 -11.1480 0.37
H 9.8555 3.1982 -11.4562 0.30
H 9.1602 1.6593 -11.0785 0.37
H 10.0162 2.4846 -9.8488 0.30
C -1.9943 0.3483 -2.2791 -0.24
C -1.0675 0.5651 -1.1031 -0.64
N -0.0670 -0.5105 -0.6582 2.30
C 0.7693 -0.7739 -1.8348 -0.45
C 0.7403 -0.0870 0.4707 -0.05
C 1.3892 1.2740 0.3451 -1.67
C -0.9149 -1.7214 -0.3611 1.06
C -0.2312 -2.9733 0.1707 -1.06
O 0.4756 -3.6197 -0.8957 -0.08
C 1.1764 -4.8106 -0.3931 -0.90
H -2.6127 -0.5627 -2.2892 -0.27
H -1.4139 0.3634 -3.2677 -0.19
H -2.6273 1.2379 -2.2789 0.76
H -1.6544 0.7845 -0.1712 0.07
H -0.4387 1.4192 -1.3141 0.61
H 1.4021 0.0975 -1.9962 0.15
H 0.1615 -0.9800 -2.7360 -0.47
H 1.3339 -1.6300 -1.5051 0.46
H 1.5314 -0.8330 0.6097 0.31
H 0.0852 -0.2656 1.3216 0.17
H 2.1373 1.4582 -0.4715 0.07
H 2.0374 1.3363 1.2527 0.00
H 0.6981 2.0738 0.4776 0.65
H -1.4848 -1.9157 -1.2883 -1.20
H -1.6805 -1.4848 0.4066 -0.39
H -1.0902 -3.6169 0.4822 0.60
H 0.4785 -2.7410 0.9531 0.74
H 0.5169 -5.5747 -0.0067 0.28
H 1.9843 -4.5731 0.2729 0.30
H 1.6575 -5.2172 -1.2994 0.24
C 0.3907 10.1911 -3.5400 -1.26
C 0.5924 8.9307 -4.3673 -0.42
N 0.6993 7.6826 -3.5034 0.63
C -0.6168 7.2296 -2.8499 -0.98
C 1.0074 6.5385 -4.4459 -0.19
C 2.3787 6.6162 -5.2101 -0.90
C 1.7538 8.0137 -2.4844 -0.76
C 2.2015 6.8552 -1.6095 -0.94
O 1.1248 6.4713 -0.7828 -0.48
C 1.4582 5.2164 -0.2296 -0.85
H 1.3424 10.5387 -3.1205 0.35
H -0.3486 10.0624 -2.7754 0.33
H 0.1092 10.9817 -4.2499 0.42
H 1.3861 8.8890 -5.0709 0.45
H -0.3462 8.8416 -4.9883 0.34
H -0.2869 6.4218 -2.2158 0.33
H -1.3072 6.9511 -3.5699 0.42
H -1.0141 8.0649 -2.3214 0.40
H 0.2191 6.6006 -5.1753 0.64
H 0.9785 5.5631 -3.9076 0.00
H 2.5722 7.4841 -5.8670 0.37
H 2.3903 5.6816 -5.8318 -0.07
H 3.3023 6.5565 -4.4738 0.21
H 1.3022 8.7871 -1.8736 0.62
H 2.5844 8.3950 -3.0591 0.45
H 3.0039 7.2071 -0.9748 0.56
H 2.6003 6.0376 -2.2384 0.30
H 2.2650 5.3101 0.5144 0.40
H 1.7350 4.5010 -0.9823 0.37
H 0.6054 4.8545 0.3183 0.38
C 0.0444 -12.5901 -3.8754 -1.07
C -0.7312 -13.0174 -5.0604 -0.38
N -1.2400 -11.8246 -5.9767 -0.07
C -2.0831 -12.4954 -7.0285 -1.02
C -2.1960 -10.9550 -5.1962 -0.19
C -2.6290 -9.7455 -6.0023 -1.24
C -0.1341 -11.0716 -6.7677 -0.80
C 1.0301 -10.4631 -5.9790 -0.67
O 0.6096 -9.5532 -5.0151 -0.20
C 1.5458 -9.0895 -4.0263 -0.77
H -0.2609 -11.6607 -3.3143 0.20
H 1.0565 -12.4584 -4.1142 0.36
H 0.0546 -13.4031 -3.1670 0.44
H -1.7103 -13.4953 -4.8296 0.43
H -0.1724 -13.7423 -5.7035 0.34
H -1.5442 -13.2959 -7.5150 0.46
H -2.4548 -11.7645 -7.7671 0.42
H -2.9567 -12.9694 -6.5901 0.41
H -1.7632 -10.6151 -4.2489 0.23
H -3.0366 -11.5669 -4.8515 0.57
H -1.8139 -9.0452 -6.1633 0.27
H -3.4940 -9.2386 -5.5519 0.40
H -2.9518 -10.0368 -7.0457 0.28
H -0.6349 -10.3116 -7.3080 0.58
H 0.2320 -11.8387 -7.4848 0.35
H 1.6893 -9.9387 -6.6761 0.53
H 1.6484 -11.3120 -5.5509 0.29
H 2.2999 -8.4540 -4.4598 0.30
H 2.0172 -9.9983 -3.5847 0.32
H 0.9931 -8.6152 -3.1947 0.24
C 3.8176 4.5733 7.5867 -1.23
C 2.8921 3.5336 6.9821 -0.46
N 3.0973 3.1411 5.5055 0.21
C 2.4806 4.3211 4.6873 -0.96
C 4.5577 2.9610 5.1604 -0.29
C 5.2474 1.8384 5.9126 -1.44
C 2.3755 1.8075 5.2142 -0.29
C 0.9267 1.8545 5.5441 -0.75
O 0.1626 2.4469 4.5237 -0.14
C -1.2948 2.5759 4.7957 -0.85
H 4.0160 5.4471 6.9431 0.30
H 4.7786 3.9968 7.8127 0.28
H 3.4341 4.8370 8.5815 0.39
H 1.8455 3.8843 7.0910 0.49
H 3.0139 2.5885 7.5587 0.41
H 2.6078 4.0311 3.6211 0.36
H 3.1315 5.1984 4.8105 0.48
H 1.4525 4.5555 5.0545 0.27
H 4.9842 3.9747 5.5182 0.43
H 4.6665 2.7573 4.1164 0.35
H 4.9707 0.8590 5.7160 0.40
H 5.2779 1.9607 7.0104 0.39
H 6.3084 2.0272 5.6604 0.36
H 2.8169 1.1255 5.9570 0.50
H 2.5524 1.5789 4.1271 0.06
H 0.7542 2.3128 6.5194 0.41
H 0.6883 0.7902 5.7285 0.49
H -1.7884 2.4516 3.8510 0.12
H -1.5126 3.5648 5.1548 0.33
H -1.5752 1.8393 5.5974 0.36
C -3.6090 -2.8859 -8.2954 -1.37
C -4.2492 -1.9030 -7.3702 -0.62
N -3.4354 -0.6770 -6.9626 0.59
C -3.0753 0.1930 -8.1183 -0.86
C -4.1133 0.2669 -5.9592 0.51
C -5.4921 0.7057 -6.3515 -1.51
C -2.1445 -1.1496 -6.3106 -1.23
C -2.2982 -2.0549 -5.0846 0.40
O -1.0381 -2.3248 -4.5695 -0.46
C -1.0369 -3.5082 -3.7932 -0.46
H -2.6882 -3.4096 -7.9194 0.24
H -3.3390 -2.4199 -9.2587 0.37
H -4.2347 -3.7764 -8.6251 0.40
H -4.6838 -2.3193 -6.4556 0.62
H -5.1148 -1.5597 -7.9367 0.49
H -2.6428 1.1367 -7.7801 0.21
H -3.9405 0.4847 -8.6727 0.43
H -2.3278 -0.3429 -8.7486 0.43
H -3.3997 1.0816 -5.9157 -0.24
H -4.1874 -0.2875 -4.9698 0.19
H -5.9847 1.1227 -5.5127 0.48
H -6.1250 -0.1572 -6.6135 0.30
H -5.4437 1.3696 -7.2022 0.39
H -1.5526 -0.2398 -6.1242 0.27
H -1.6606 -1.7415 -7.1168 0.27
H -2.8932 -2.8856 -5.3304 0.74
H -2.9211 -1.5157 -4.3185 -0.37
H -1.6238 -4.2277 -4.3140 0.68
H -1.4293 -3.3882 -2.7779 -0.27
H 0.0075 -3.7437 -3.6061 0.27
C -1.3797 3.4263 -5.3153 0.59
F -1.5626 4.7433 -5.1322 -0.18
F -2.2158 2.7577 -4.4631 -0.18
F -1.7978 3.1660 -6.5492 -0.26
S 0.4161 2.9090 -4.9867 0.46
O 1.0824 3.5384 -6.1276 -0.50
O 0.7493 3.4814 -3.7148 -0.67
O 0.1617 1.4863 -5.0025 -0.35
C -2.7653 -0.4490 3.2498 0.35
F -2.0048 0.3838 2.4290 -0.17
F -3.2860 0.3266 4.1456 -0.22
F -3.7388 -1.0018 2.5019 -0.15
S -1.6559 -1.7440 3.9799 0.80
O -1.2136 -2.4497 2.8085 -0.49
O -0.6161 -0.9834 4.6247 -0.57
O -2.4956 -2.6070 4.8040 -0.53
C -4.7155 -5.4898 -2.5685 0.32
F -3.9733 -5.9664 -3.5647 -0.19
F -5.7873 -4.8380 -3.0382 -0.22
F -5.0871 -6.5759 -1.9064 -0.22
S -3.6057 -4.3995 -1.4894 0.68
O -4.2024 -4.5614 -0.1263 -0.37
O -2.2687 -5.0817 -1.6956 -0.61
O -3.6568 -3.0574 -2.0118 -0.63
C 5.2364 0.0601 0.2676 0.34
F 6.1399 -0.9194 0.1432 -0.22
F 5.5173 0.9258 -0.7428 -0.25
F 3.9568 -0.4107 0.0535 -0.20
S 5.2810 0.7743 1.9214 1.27
O 4.3320 1.8975 1.8913 -0.56
O 4.9233 -0.2652 2.8363 -0.67
O 6.6796 1.2953 1.9888 -0.67
```

Values from the calculation:
Largest force on an atom = 4.56 eV/Å
Charge = +6
Multiplicity = 1
Gap between HOMO and LUMO = 0.1481 Eh
E_HOMO = -12.892 eV
LUMO = -8.86 eV